1.
{
  "formula": "C50H59N2O3RuSi3",
  "method": "wB97M-V/def2-TZVPD",
  "e_homo_ev": [-6.220, -7.526],
  "gap_ev": [5.95, 5.52],
  "lumo_ha": [-0.0100, -0.0737],
  "max_force_ev_per_a": 4.674,
  "spin_multiplicity": 6,
  "symbols": ["C", "H", "C", "H", "H", "N", "H", "H", "H", "H", "C", "C", "H", "H", "H", "Si", "C", "Si", "H", "O", "C", "H", "C", "H", "H", "C", "H", "H", "H", "C", "C", "C", "C", "H", "C", "H", "H", "C", "H", "C", "N", "H", "H", "C", "H", "H", "H", "C", "H", "H", "C", "H", "H", "C", "C", "C", "H", "H", "H", "H", "C", "C", "C", "C", "H", "H", "H", "O", "H", "H", "H", "C", "C", "H", "H", "C", "H", "H", "C", "C", "C", "C", "C", "H", "O", "H", "C", "H", "H", "C", "C", "C", "H", "H", "C", "C", "H", "H", "C", "C", "C", "Ru", "C", "C", "H", "H", "H", "H", "C", "C", "C", "C", "Si", "C", "H", "H", "C", "H"],
  "xyz": [[6.626, -0.442, 21.879], [6.275, 2.043, 24.096], [9.072, -2.133, 22.591], [15.537, -1.696, 20.012], [12.826, -5.412, 15.990], [11.310, -2.528, 16.201], [9.301, -1.132, 15.098], [15.674, -1.123, 22.354], [7.198, 4.267, 14.115], [8.665, 4.427, 16.228], [13.334, -2.478, 18.486], [9.999, 1.610, 14.798], [10.078, 0.466, 21.944], [9.851, 2.041, 22.803], [11.293, -2.848, 12.878], [7.211, -2.134, 22.170], [14.505, 1.735, 14.747], [4.840, -0.345, 21.916], [4.026, -1.054, 24.215], [7.573, 1.776, 20.642], [17.032, -3.336, 17.807], [11.575, -3.792, 18.761], [16.139, -2.302, 15.858], [9.381, 0.885, 12.779], [12.480, -4.908, 13.561], [12.289, 0.702, 14.525], [4.759, 1.903, 20.816], [7.465, 3.254, 23.520], [5.583, -3.413, 23.831], [8.333, 2.986, 20.407], [12.401, -4.504, 15.650], [9.280, 1.649, 13.550], [10.282, -0.909, 14.601], [9.311, -1.916, 23.643], [14.732, -2.632, 17.799], [15.882, 1.393, 13.144], [7.780, 2.647, 12.423], [3.899, -0.188, 23.472], [15.130, 2.079, 15.591], [9.414, 1.039, 22.643], [8.944, -1.294, 17.670], [3.276, 1.357, 16.385], [4.160, -2.737, 21.400], [6.221, 0.870, 17.910], [9.184, 2.804, 19.773], [12.052, -0.491, 12.629], [4.970, 2.592, 17.670], [12.446, -2.750, 20.889], [7.596, 3.657, 19.926], [7.292, -4.075, 23.694], [6.766, 2.436, 23.176], [15.526, -4.026, 19.169], [6.871, 1.381, 18.649], [12.421, -3.719, 18.060], [13.193, 1.503, 15.272], [5.566, -1.129, 16.723], [11.474, -3.098, 20.517], [10.134, -0.763, 13.517], [5.922, 2.837, 22.605], [4.091, 0.730, 24.066], [8.396, 2.705, 13.338], [7.812, -0.980, 17.674], [14.898, 1.185, 13.575], [4.151, 0.837, 16.714], [9.324, -3.195, 22.517], [14.103, -1.598, 15.982], [4.312, -1.910, 19.862], [10.989, 0.473, 16.609], [6.118, -3.973, 20.777], [6.684, -2.681, 19.750], [11.600, -2.410, 22.787], [15.758, -3.419, 18.317], [11.521, -3.054, 13.893], [14.188, 0.173, 11.791], [9.687, -1.531, 21.883], [3.986, -1.775, 20.855], [8.671, 3.453, 21.322], [10.631, 2.817, 16.468], [6.690, -3.174, 23.685], [14.919, -2.142, 16.508], [4.018, 1.234, 21.200], [14.688, -1.899, 20.620], [8.079, 3.602, 14.292], [3.468, 0.869, 20.321], [12.869, -1.201, 17.989], [12.869, 1.899, 16.238], [11.146, -2.184, 14.907], [13.985, -2.170, 23.942], [2.872, -1.614, 20.822], [12.171, -4.216, 14.327], [6.540, -0.427, 17.432], [12.663, 0.202, 13.257], [7.885, -3.833, 20.366], [6.984, -2.715, 24.663], [10.905, 0.377, 15.202], [13.540, -2.428, 20.064], [16.238, -2.042, 14.797], [9.607, 0.455, 23.604], [6.957, -3.285, 20.639], [9.871, 2.731, 15.654], [17.232, -2.718, 16.610], [10.899, -1.220, 17.798], [13.951, 0.502, 12.790], [13.817, -2.089, 22.854], [2.778, -0.226, 23.242], [12.999, -4.618, 18.284], [18.249, -2.444, 16.350], [3.803, -0.831, 15.423], [5.147, 1.585, 17.461], [4.421, -0.425, 16.245], [12.558, -2.443, 22.286], [12.008, -3.608, 16.646], [7.612, 1.094, 22.182], [14.833, -1.689, 21.977], [3.304, 1.776, 21.866], [5.695, -2.209, 16.465], [8.863, 3.702, 15.451], [17.847, -3.723, 18.421]],
  "atomic_forces_ev_per_a": [[0.4, 0.3, 1.2], [0.5, 0.2, -0.3], [-0.1, -0.1, -0.6], [0.3, 0.5, -0.6], [0.7, -0.8, -0.1], [0.9, -0.5, -0.3], [0.6, 0.5, -0.6], [0.4, -0.5, 0.1], [1.0, -0.4, 0.3], [0.1, 0.2, -0.1], [1.8, 0.9, -0.2], [-0.7, -0.1, -1.6], [-0.7, 0.8, 0.2], [-0.3, -0.4, -0.2], [0.1, 0.1, -0.7], [2.0, -2.1, 0.3], [-1.8, -0.4, 3.9], [-3.4, 0.7, -2.3], [0.0, 1.0, -0.8], [0.8, 0.1, 0.0], [0.3, -0.6, 1.1], [-0.1, 0.3, -0.5], [-0.2, 0.6, -0.1], [0.0, 0.2, 0.3], [0.1, -0.3, 0.0], [-0.1, -0.2, 0.9], [0.4, 0.8, -0.3], [-0.7, -0.8, -0.5], [1.4, 0.0, -0.4], [-1.8, -0.3, -0.2], [-0.2, 0.6, 1.0], [0.8, 0.4, 1.9], [0.5, -1.1, 1.3], [-0.2, 0.4, -0.4], [-0.7, -1.1, -0.5], [-0.2, -0.3, 0.3], [0.4, 0.3, 0.4], [-1.3, -1.9, 3.1], [0.4, 0.4, -1.3], [1.4, -1.6, 1.2], [-4.6, 0.2, 0.9], [-0.4, 0.2, -0.2], [-0.2, 0.5, -0.5], [1.8, 1.2, 0.6], [0.3, -0.2, -0.4], [0.3, 0.9, 0.8], [-0.1, 1.3, 0.7], [0.9, 1.5, 1.5], [0.7, 0.0, 0.0], [-0.1, -0.4, -0.5], [-0.3, 0.0, 1.6], [0.2, -0.1, 0.6], [0.0, -0.6, -0.8], [0.2, 0.7, 1.4], [0.0, -0.8, -1.9], [-0.4, -0.3, -1.3], [0.5, 0.3, 0.1], [0.1, -0.5, 0.6], [0.3, 0.2, -0.1], [0.0, -0.4, -0.6], [-0.7, -2.2, -2.0], [2.9, -0.6, -0.2], [0.0, 0.0, -2.1], [1.9, 1.6, 0.0], [0.3, 0.0, -0.3], [0.6, -0.5, 0.5], [0.6, 0.0, -1.2], [0.1, -0.7, -1.3], [0.3, -0.1, 0.1], [0.2, -0.2, 0.4], [0.4, -0.6, 0.8], [-1.1, 0.4, 0.3], [0.8, -0.4, 2.0], [0.4, -0.1, -0.1], [-0.3, -0.6, 0.6], [-0.5, 0.0, 2.6], [0.1, 0.1, 0.3], [-1.2, -0.2, -0.5], [-1.8, 0.9, 1.3], [-0.6, 0.4, -0.9], [-0.2, -0.3, -0.5], [0.0, 0.2, 0.3], [-0.8, 2.2, 1.4], [-0.1, 0.3, 0.1], [-0.4, -2.1, 1.6], [0.3, -0.3, -0.3], [-1.4, 0.2, -0.2], [-0.3, 0.7, -0.6], [1.0, 0.0, 0.2], [-0.4, 0.1, -1.3], [-2.0, 0.2, 0.6], [0.7, 0.1, 0.3], [-0.6, 0.2, 0.4], [-0.2, 0.1, -0.8], [-0.1, 2.4, 0.1], [-1.8, -0.7, -1.4], [0.1, 0.3, 0.6], [-0.4, 0.9, -0.9], [0.1, 0.8, -0.4], [0.3, -0.1, 0.1], [0.7, 0.6, -0.7], [1.6, 2.2, 0.6], [-0.5, 0.0, 0.3], [-1.2, 0.0, -0.4], [1.5, 0.2, 0.0], [0.1, 0.0, -0.5], [0.0, -0.5, -0.6], [0.2, -0.2, 1.0], [-2.0, -3.6, -1.0], [0.4, -0.9, 0.2], [0.8, -0.6, -1.5], [-0.4, 0.3, -2.8], [0.3, 1.3, -1.4], [-0.8, -0.4, 0.7], [0.7, -0.5, -0.4], [0.1, 1.2, 0.0], [0.5, -1.4, -0.4], [-0.1, 0.0, -0.4]]
}

2.
{
  "formula": "C7H10IN2",
  "method": "wB97M-V/def2-TZVPD",
  "e_homo_ev": -12.826,
  "gap_ev": 8.59,
  "lumo_ha": -0.1558,
  "max_force_ev_per_a": 5.279,
  "smiles": "Cc1ccncc1[C@@H]([NH3+])I",
  "charge": 1,
  "e_above_lowest_kcal_mol": 25.69,
  "symbols": ["N", "C", "H", "I", "H", "H", "H", "C", "H", "C", "N", "H", "H", "C", "H", "C", "H", "C", "C", "H"],
  "xyz": [[1.368, -1.517, 1.552], [-0.118, -0.328, 0.129], [0.978, 2.889, 0.193], [-3.200, -0.194, 0.576], [-0.538, -1.821, -1.860], [-0.213, 2.358, -0.992], [-1.923, -0.990, -2.438], [1.966, 0.659, 0.772], [2.640, 1.472, 0.747], [0.162, 2.152, 0.042], [-1.500, -1.382, -1.600], [2.889, -0.513, 2.315], [-2.084, -2.154, -1.222], [0.230, -1.547, 0.779], [-0.472, 2.598, 0.680], [2.131, -0.491, 1.558], [-1.420, 0.720, -1.338], [-1.420, -0.172, -0.714], [0.692, 0.808, 0.245], [-0.170, -2.546, 0.576]],
  "atomic_forces_ev_per_a": [[-3.2, -2.6, -0.8], [-1.5, -1.0, -0.3], [0.0, -0.5, -0.6], [0.6, 0.2, -0.7], [-1.7, 1.2, 0.6], [0.2, -0.2, 0.7], [-0.2, -0.8, -0.5], [-1.7, -1.0, 0.5], [0.7, 0.6, 0.3], [3.0, 1.5, -4.1], [1.0, -1.0, -1.0], [0.8, 0.0, 0.0], [0.2, 0.7, -0.2], [2.5, 1.8, -0.6], [-3.0, 0.4, 2.7], [1.5, 1.8, -0.1], [-0.1, -0.2, 0.1], [1.3, -0.9, 2.5], [0.3, -0.6, 0.9], [-0.3, 0.5, 0.4]]
}

3.
{
  "formula": "C4H6O2",
  "method": "wB97M-V/def2-TZVPD",
  "e_homo_ev": -10.287,
  "gap_ev": 11.07,
  "lumo_ha": 0.0288,
  "max_force_ev_per_a": 1.435,
  "smiles": "C#C[C@H](O)CO",
  "e_above_lowest_kcal_mol": 66.94,
  "symbols": ["H", "H", "H", "H", "H", "O", "C", "C", "C", "H", "C", "O"],
  "xyz": [[0.474, -2.001, 0.858], [0.823, -1.550, -0.880], [1.734, 0.302, -0.158], [-1.262, 0.876, 1.738], [-1.601, -0.817, 0.096], [1.785, -0.484, 0.408], [0.596, -1.193, 0.125], [-0.536, 0.848, -0.645], [-0.328, 1.778, -1.381], [-0.162, 2.605, -2.033], [-0.653, -0.285, 0.288], [-0.625, 0.156, 1.636]],
  "atomic_forces_ev_per_a": [[0.3, 0.1, -0.3], [-1.3, -0.5, -0.2], [0.3, -0.1, 0.2], [0.1, -0.2, 0.0], [0.4, -0.1, -0.1], [-0.1, 0.5, 0.5], [0.2, 0.1, 0.2], [0.1, 0.5, -0.4], [-0.1, -0.3, 0.3], [0.0, -0.1, 0.1], [0.2, -0.1, -0.3], [-0.2, 0.1, 0.1]]
}

4.
{
  "formula": "C22H18N2O3",
  "method": "wB97M-V/def2-TZVPD",
  "e_homo_ev": -8.404,
  "gap_ev": 8.31,
  "lumo_ha": -0.0033,
  "max_force_ev_per_a": 0.870,
  "smiles": "COc1cccc(-c2cc(C(=O)NCc3ccco3)c3ccccc3n2)c1",
  "e_above_lowest_kcal_mol": 52.12,
  "symbols": ["N", "H", "H", "C", "O", "H", "H", "H", "C", "H", "C", "H", "C", "C", "C", "C", "C", "H", "H", "H", "C", "C", "H", "C", "C", "H", "H", "H", "O", "C", "H", "C", "H", "H", "C", "C", "C", "C", "C", "C", "N", "O", "H", "C", "C"],
  "xyz": [[-1.148, -0.099, -2.621], [0.025, -0.213, 0.510], [6.063, -2.124, -0.096], [-3.807, 1.881, -1.003], [4.184, -1.686, -0.615], [-0.134, 1.935, 1.477], [-4.868, 1.843, -4.210], [1.913, -3.472, -4.151], [-4.592, 2.125, -2.096], [2.639, 1.101, 5.626], [3.079, -2.725, -2.530], [5.772, -2.197, -1.851], [0.844, -1.173, -1.913], [3.114, -1.860, -1.443], [-0.161, 1.369, 4.170], [-0.626, 0.078, -0.301], [5.354, -2.426, -0.865], [5.174, -3.503, -0.787], [3.930, -3.336, -2.785], [-0.750, 3.286, 3.468], [1.993, -1.090, -1.141], [0.900, -0.243, 5.275], [-1.135, -0.563, 4.410], [1.931, -2.801, -3.305], [1.667, 0.879, 5.232], [-2.792, 0.513, -4.484], [-5.500, 2.701, -1.991], [-0.069, -2.087, -3.612], [-3.143, 1.102, 1.876], [-0.350, -0.369, -1.615], [1.146, -1.175, 5.740], [-1.058, 2.242, 3.355], [2.067, -0.415, -0.303], [-4.089, 2.246, -0.028], [-0.292, 0.075, 4.580], [-2.259, 0.626, -2.416], [0.824, -2.035, -3.011], [-3.091, 0.900, -3.522], [-2.065, 1.261, 1.341], [-2.626, 1.125, -1.133], [-1.019, 1.867, 1.955], [1.037, 1.859, 4.562], [-2.098, 2.122, 3.671], [-1.753, 0.823, -0.056], [-4.232, 1.634, -3.362]],
  "atomic_forces_ev_per_a": [[0.5, -0.3, -0.1], [0.0, 0.0, 0.1], [0.0, -0.1, -0.1], [-0.3, 0.1, 0.0], [-0.3, 0.1, 0.0], [-0.1, 0.0, -0.1], [0.0, 0.0, -0.1], [0.0, -0.1, -0.1], [0.0, 0.1, 0.3], [0.1, 0.1, 0.0], [0.3, 0.0, 0.2], [0.0, 0.0, 0.0], [0.5, -0.3, -0.1], [-0.1, 0.0, 0.0], [-0.6, -0.6, 0.1], [-0.3, 0.2, 0.1], [0.2, -0.1, 0.0], [0.0, 0.0, 0.0], [0.1, 0.0, 0.0], [-0.1, -0.1, 0.0], [0.0, -0.1, 0.0], [0.4, 0.4, 0.0], [-0.2, -0.1, -0.1], [-0.1, 0.1, 0.0], [0.1, -0.8, 0.3], [0.0, 0.0, -0.1], [-0.1, 0.0, 0.0], [-0.1, 0.0, -0.1], [-0.3, -0.1, 0.0], [-0.4, 0.3, -0.1], [0.1, -0.2, 0.1], [0.1, 0.0, 0.1], [0.0, 0.1, 0.1], [-0.1, 0.0, 0.1], [-0.1, 0.6, -0.2], [-0.4, 0.3, 0.5], [0.0, 0.0, 0.0], [-0.2, 0.1, 0.0], [0.3, 0.2, 0.0], [0.2, -0.2, -0.3], [0.3, 0.2, 0.0], [0.0, 0.5, -0.2], [0.2, 0.1, 0.0], [0.2, -0.4, -0.3], [0.1, -0.1, -0.2]]
}

5.
{
  "formula": "C3H5N3",
  "method": "wB97M-V/def2-TZVPD",
  "e_homo_ev": -9.703,
  "gap_ev": 10.42,
  "lumo_ha": 0.0265,
  "max_force_ev_per_a": 8.262,
  "smiles": "[H]/N=C/N(C)C#N",
  "e_above_lowest_kcal_mol": 58.88,
  "symbols": ["C", "H", "C", "N", "H", "H", "H", "N", "C", "N", "H"],
  "xyz": [[0.356, 1.099, -0.047], [1.234, -1.401, -0.352], [0.167, -1.473, -0.051], [1.582, 1.235, 0.004], [2.081, 2.084, 0.126], [0.263, -1.689, 1.037], [-0.452, -2.045, -0.584], [-2.922, 0.145, 0.041], [-1.788, 0.075, -0.004], [-0.252, -0.073, -0.138], [-0.268, 2.042, -0.032]],
  "atomic_forces_ev_per_a": [[0.3, 4.4, 0.3], [-0.7, -0.7, -0.4], [4.6, 3.8, 3.5], [2.5, -2.3, 0.2], [-0.5, 0.9, -0.1], [-0.5, -0.5, -0.7], [-2.1, -2.4, -2.0], [-1.5, 0.1, 0.1], [6.3, -0.6, -0.6], [-8.2, -1.3, -0.1], [-0.3, -1.4, 0.0]]
}

6.
{
  "formula": "C5H6N2O3",
  "method": "wB97M-V/def2-TZVPD",
  "e_homo_ev": -9.284,
  "gap_ev": 9.53,
  "lumo_ha": 0.0089,
  "max_force_ev_per_a": 5.350,
  "smiles": "Oc1ccccn1.O=NO",
  "e_above_lowest_kcal_mol": 78.18,
  "symbols": ["H", "C", "C", "H", "H", "O", "C", "N", "O", "C", "H", "N", "C", "O", "H", "H"],
  "xyz": [[1.500, 1.512, 1.899], [0.472, -0.206, 1.215], [1.372, 0.822, 1.007], [2.561, 2.078, -0.253], [-2.812, -1.347, 0.217], [-2.970, -0.429, 0.475], [1.910, 1.131, -0.245], [-2.269, 0.362, -0.443], [-0.795, -1.933, -0.010], [1.608, 0.256, -1.273], [-1.049, -1.970, -0.947], [0.760, -0.741, -1.102], [0.138, -0.950, 0.049], [-2.524, 1.507, -0.345], [0.099, -0.295, 2.123], [1.998, 0.203, -2.365]],
  "atomic_forces_ev_per_a": [[0.3, -0.9, -1.3], [1.5, -0.1, -5.1], [-0.5, 1.2, 1.0], [-1.0, -1.8, -0.7], [0.5, 0.1, 0.0], [-0.8, 1.0, 0.1], [1.3, 1.6, 0.9], [-0.3, 0.5, -0.4], [-0.2, -0.1, 0.4], [0.7, -0.2, -2.0], [0.4, -0.3, 0.1], [-0.9, -0.5, 0.3], [1.2, 0.6, 0.3], [0.1, -1.1, 0.4], [-2.0, -0.9, 3.9], [-0.3, 0.9, 2.2]]
}

7.
{
  "formula": "C4H5NO",
  "method": "wB97M-V/def2-TZVPD",
  "e_homo_ev": -10.929,
  "gap_ev": 11.61,
  "lumo_ha": 0.0250,
  "max_force_ev_per_a": 1.848,
  "smiles": "N#C[C@H]1CCO1",
  "e_above_lowest_kcal_mol": 72.63,
  "symbols": ["H", "C", "N", "C", "H", "O", "H", "C", "C", "H", "H"],
  "xyz": [[1.029, 1.603, -0.201], [0.653, 0.618, 0.101], [2.838, -0.870, 0.161], [-0.502, 0.140, -0.748], [-0.734, -1.342, 1.044], [-0.220, 0.586, 1.244], [-0.475, -0.244, -1.763], [1.851, -0.261, 0.175], [-1.108, -0.540, 0.438], [-1.134, 1.033, -0.705], [-2.198, -0.724, 0.255]],
  "atomic_forces_ev_per_a": [[-0.1, 0.0, 0.5], [-0.1, 0.1, -0.4], [-1.2, 0.6, 0.1], [0.0, 0.0, -0.5], [0.6, -1.0, -0.8], [-1.2, -0.6, -0.3], [0.3, -0.4, 0.1], [0.7, -0.6, 0.1], [0.5, 0.5, 0.7], [0.1, 0.0, -0.8], [0.4, 1.2, 1.3]]
}

8.
{
  "formula": "C11H17Cl3N3O4PdS",
  "method": "wB97M-V/def2-TZVPD",
  "e_homo_ev": -12.432,
  "gap_ev": 9.13,
  "lumo_ha": -0.1215,
  "max_force_ev_per_a": 0.492,
  "charge": 1,
  "e_above_lowest_kcal_mol": 0.00,
  "symbols": ["N", "C", "C", "H", "C", "O", "C", "H", "H", "H", "H", "C", "H", "H", "C", "H", "Cl", "N", "C", "H", "H", "S", "Pd", "C", "H", "O", "Cl", "O", "O", "H", "C", "C", "H", "Cl", "H", "N", "H", "H", "C", "H"],
  "xyz": [[-0.882, 4.656, -0.757], [2.482, -2.170, 0.901], [-3.655, -0.122, -0.905], [-1.594, 5.320, -1.002], [1.427, -1.224, 2.864], [1.083, -1.028, -2.215], [1.512, -0.766, 4.291], [-1.758, 2.146, -2.559], [-0.310, -3.532, -2.789], [-0.233, 4.885, -0.026], [-1.090, -2.547, -1.525], [0.155, -1.513, 0.829], [2.119, -1.447, 4.887], [-2.506, 3.703, -2.438], [-0.271, -3.229, -1.744], [1.976, 0.221, 4.344], [-4.320, 0.622, -2.370], [-1.731, 3.100, -2.228], [0.235, -1.105, 2.147], [3.469, -1.879, 2.776], [0.525, -0.693, 4.743], [1.288, -2.385, -1.524], [0.461, 0.747, -1.449], [1.283, -2.042, 0.210], [3.352, -2.591, 0.412], [-1.475, 0.259, -1.753], [-3.586, -1.892, -1.110], [0.098, 2.664, -0.919], [-1.836, 0.737, 0.418], [2.721, 0.681, -0.251], [-2.188, 0.360, -0.673], [2.543, -1.766, 2.226], [3.034, 0.963, -1.841], [-4.674, 0.265, 0.467], [-0.289, -4.104, -1.097], [2.409, 1.192, -1.074], [-0.781, -1.420, 0.295], [-0.642, -0.686, 2.625], [-0.831, 3.431, -1.300], [2.478, 2.189, -0.887]],
  "atomic_forces_ev_per_a": [[0.0, 0.0, 0.0], [0.0, 0.0, 0.0], [0.0, 0.0, 0.0], [0.0, 0.0, 0.0], [0.0, 0.0, 0.0], [0.2, 0.1, -0.1], [0.0, 0.0, 0.0], [0.0, 0.0, 0.0], [0.0, 0.0, 0.0], [0.0, 0.0, 0.0], [0.0, 0.0, 0.0], [0.0, -0.1, 0.0], [0.0, 0.0, 0.0], [0.0, 0.0, 0.0], [0.1, 0.0, 0.0], [0.0, 0.0, 0.0], [0.0, 0.0, 0.0], [0.1, -0.1, 0.0], [0.0, 0.0, 0.0], [0.0, 0.0, 0.0], [0.0, 0.0, 0.0], [-0.1, -0.1, 0.2], [-0.3, -0.2, -0.2], [-0.1, 0.0, 0.0], [0.0, 0.0, 0.0], [0.2, 0.1, 0.3], [-0.1, 0.0, 0.0], [0.0, 0.0, 0.0], [0.1, 0.1, 0.1], [0.0, 0.0, 0.0], [-0.3, 0.0, -0.4], [0.0, 0.0, 0.0], [-0.1, 0.0, 0.0], [0.0, 0.0, 0.0], [0.0, 0.0, 0.0], [0.1, 0.1, 0.0], [0.1, 0.0, 0.1], [0.0, 0.0, 0.0], [0.1, 0.1, 0.1], [0.0, 0.0, 0.1]]
}